(1)
{"formula": "C5H5NO", "method": "the ωB97M-V functional and the def2-TZVPD basis", "symbols": ["O", "C", "H", "H", "H", "N", "C", "H", "C", "C", "C", "H"], "positions_angstrom": [[-0.403, -1.870, -1.527], [0.511, 0.332, 0.793], [1.303, 0.900, 1.268], [0.595, 2.195, -1.769], [-0.804, 1.151, -0.255], [-0.530, -0.238, 1.619], [-0.248, -1.036, -0.682], [-1.493, -0.073, 1.321], [0.124, 1.213, -1.964], [0.227, -1.127, 0.753], [-0.073, 0.494, -0.735], [0.791, -1.942, 1.179]], "lumo_energy_ev": -0.69, "orbital_gap_ev": 8.22, "charge": 0, "relative_energy_kcal_mol": 153.59}



(2)
{"formula": "C27H50Br2O12", "method": "the ωB97M-V functional and the def2-TZVPD basis", "symbols": ["O", "C", "H", "H", "H", "O", "H", "H", "H", "H", "O", "H", "C", "O", "O", "H", "C", "H", "C", "Br", "C", "H", "C", "C", "C", "H", "O", "H", "H", "C", "H", "O", "H", "H", "H", "C", "H", "H", "C", "H", "O", "H", "H", "H", "H", "H", "H", "H", "C", "C", "C", "C", "C", "O", "H", "H", "H", "C", "H", "C", "C", "Br", "H", "H", "H", "C", "H", "C", "H", "H", "H", "H", "H", "H", "H", "H", "C", "H", "C", "O", "C", "O", "H", "C", "H", "H", "H", "H", "C", "C", "O"], "positions_angstrom": [[2.380, -0.308, -1.895], [-0.933, -5.057, 3.623], [0.625, -1.193, 5.326], [-0.283, 2.678, 1.750], [-5.176, 3.359, 1.150], [-0.864, -3.604, 0.158], [-0.878, 1.947, -3.530], [-4.957, 5.064, 0.635], [-0.527, 1.571, 7.142], [-6.044, 4.359, -1.257], [-4.735, 4.861, -3.440], [4.020, 1.261, -3.154], [0.661, -6.310, 2.280], [2.455, 1.333, -4.516], [-1.912, 3.665, -3.170], [2.268, -1.167, -3.793], [-0.110, 0.611, 6.840], [-1.766, -1.959, -3.743], [-4.981, 3.552, -2.938], [1.580, -8.826, 1.119], [2.268, 3.545, 2.308], [2.503, -1.026, 3.622], [1.112, 0.337, -1.930], [1.345, -0.367, 5.275], [0.511, 2.001, 2.091], [1.137, 1.224, -2.565], [0.752, 0.834, 5.744], [-1.456, 5.594, -3.666], [-0.935, -0.051, 6.553], [-2.299, 4.896, -3.759], [-0.214, 3.393, -4.320], [-0.600, -6.612, 0.249], [4.216, 0.302, -4.652], [-3.386, 5.442, -1.961], [2.867, 4.066, 3.053], [2.960, -0.607, -3.163], [3.801, -1.268, -2.943], [0.979, -6.153, 4.370], [-1.107, -4.046, 2.480], [3.568, -4.158, 1.623], [-0.047, -0.803, -3.717], [0.109, -1.560, -1.792], [2.804, -4.904, 3.023], [-5.850, 2.580, -1.229], [2.203, -0.593, 5.922], [-0.222, -2.865, -3.647], [4.502, -5.408, 2.545], [-3.602, 6.517, -3.334], [-4.502, 4.067, 0.654], [-5.357, 3.531, -1.468], [3.506, 0.616, -3.877], [-0.788, -4.432, 1.252], [-1.136, 2.871, -4.043], [1.343, 2.724, 2.987], [-0.518, 1.070, 3.763], [-0.983, -0.160, -2.020], [-4.145, 2.883, -3.150], [-0.276, -5.886, 1.122], [1.093, 1.659, 1.226], [-0.724, -1.991, -4.076], [1.822, -0.200, 3.845], [4.276, -7.111, 0.179], [1.968, 3.154, -5.280], [3.037, 3.207, -3.866], [-2.535, 4.754, -4.820], [-3.509, 5.467, -3.045], [-1.445, -3.012, 2.629], [-0.021, -0.603, -2.311], [3.678, 2.708, -5.467], [-0.942, 0.456, 2.172], [-3.571, 4.123, 1.217], [2.936, 2.940, 1.685], [2.384, 0.725, 3.711], [2.423, -7.299, 2.981], [-5.839, 3.185, -3.506], [-0.142, -2.962, 0.258], [2.814, 2.670, -4.795], [0.438, 0.179, 7.684], [1.930, -7.122, 2.009], [-1.721, -5.203, 4.497], [0.346, -5.914, 3.508], [-4.197, 3.636, -0.654], [1.749, 4.285, 1.688], [2.908, -6.164, 1.199], [-0.701, -2.077, -5.161], [0.934, 0.681, -0.908], [2.264, -5.606, 0.494], [-1.710, 2.618, -4.941], [3.502, -5.109, 2.190], [-0.108, 0.805, 2.787], [0.775, -0.311, 2.885]], "lumo_energy_ev": -0.82, "smiles": "C[C@@H](Br)[C@H](Br)C1=CC(=O)C=C(O)C1=O.COCCOCCOC.COCCOCCOC.COCCOCCOC", "orbital_gap_ev": 8.47, "charge": 0}



(3)
{"formula": "C57H106BrN3O11Si", "method": "the ωB97M-V functional and the def2-TZVPD basis", "symbols": ["H", "H", "H", "H", "H", "H", "H", "H", "C", "C", "O", "H", "H", "H", "H", "C", "H", "H", "C", "H", "C", "C", "H", "C", "C", "H", "C", "H", "H", "C", "H", "O", "H", "H", "H", "H", "H", "H", "H", "H", "C", "C", "C", "N", "Si", "H", "H", "H", "H", "H", "H", "H", "H", "H", "C", "H", "C", "H", "H", "C", "H", "H", "H", "H", "H", "C", "H", "H", "H", "H", "H", "C", "H", "H", "C", "C", "C", "O", "O", "C", "C", "C", "C", "C", "H", "Br", "H", "C", "N", "H", "H", "H", "C", "H", "H", "H", "H", "H", "C", "C", "O", "H", "H", "C", "H", "H", "H", "H", "H", "C", "C", "O", "H", "O", "C", "C", "C", "H", "H", "C", "H", "H", "H", "C", "H", "C", "H", "H", "H", "C", "H", "H", "C", "H", "H", "H", "N", "H", "H", "H", "C", "C", "H", "C", "H", "C", "H", "C", "O", "C", "C", "C", "H", "C", "C", "H", "H", "C", "C", "H", "C", "H", "H", "H", "H", "H", "O", "H", "H", "C", "H", "C", "H", "O", "O", "C", "H", "H", "H"], "positions_angstrom": [[-3.873, 0.927, -3.364], [-5.986, 1.583, 4.858], [4.426, 11.289, 2.680], [3.056, 6.511, -3.366], [6.358, -6.281, 1.750], [0.467, 3.391, -1.951], [0.924, -8.844, -4.988], [2.113, -0.580, -3.517], [8.006, -5.287, -0.978], [-5.921, -3.447, 0.445], [2.074, -7.513, 1.480], [7.902, 11.561, 0.396], [-5.688, -3.350, 3.383], [0.624, 8.826, -2.742], [1.059, 8.370, -4.398], [1.075, 9.185, -3.667], [1.651, 8.416, -0.746], [-3.914, -4.747, -1.473], [1.217, -5.509, 0.552], [-4.334, 0.643, -0.965], [0.108, -6.512, 0.625], [-2.242, -3.869, 1.050], [-2.411, -7.370, 4.690], [-5.020, -2.493, 3.413], [2.183, 7.492, -0.492], [-3.504, -6.191, 1.760], [3.675, 7.739, -0.359], [3.665, 10.745, -4.580], [-2.921, -2.880, 3.437], [-4.520, -4.089, 0.467], [8.570, -5.472, 1.096], [2.013, 6.571, -1.577], [6.174, -3.994, 0.968], [-2.654, 2.906, 6.370], [2.420, 2.625, 2.049], [-0.223, 1.052, 2.259], [1.508, -6.621, -4.155], [0.833, -7.366, -2.700], [-4.869, -5.512, 2.644], [0.049, 11.061, -3.389], [6.553, -6.117, 0.691], [-6.848, -3.637, -1.969], [-3.944, 1.536, 4.072], [-3.872, -5.207, 4.934], [0.637, 2.240, 0.278], [-3.382, -1.827, 2.141], [0.974, 1.305, -2.512], [3.474, -9.836, -4.778], [3.384, -6.377, -2.699], [-3.098, -0.638, -3.454], [-1.128, 0.281, -2.733], [5.755, 10.741, -1.094], [6.072, -6.921, 0.127], [3.260, -5.823, 1.273], [-3.469, -2.667, -1.550], [-1.855, 0.753, -1.220], [4.871, 11.711, 1.778], [6.651, 12.714, -0.079], [-0.460, 10.203, -4.848], [-0.091, 3.421, -1.009], [-4.773, -5.154, 0.446], [2.313, 0.064, 1.362], [3.494, -1.848, 0.305], [3.953, 8.482, -2.358], [0.905, -4.498, 0.809], [3.018, -7.396, -2.830], [-5.007, 3.420, 6.616], [-5.602, -1.482, 5.207], [1.472, -9.590, -3.482], [-4.187, -2.650, -2.372], [8.510, -7.025, 0.254], [1.627, -7.441, -3.443], [1.640, -5.487, -0.458], [-5.146, 3.877, 4.914], [-0.698, 1.397, 1.339], [5.943, 10.679, -0.021], [1.588, 0.797, -0.524], [3.884, -8.106, -3.720], [-1.230, -3.394, 1.453], [-1.964, 0.840, -2.302], [-3.677, -2.735, 2.662], [0.394, 10.431, -4.212], [1.535, 0.626, -1.884], [1.654, -8.772, -4.183], [-7.884, -3.416, -2.243], [-5.870, -0.867, 2.641], [3.039, -7.905, -1.859], [0.865, -7.824, 0.776], [-2.979, -7.131, 3.880], [-7.861, -4.126, -0.159], [6.371, 9.695, 0.200], [3.676, 5.467, -2.070], [2.196, -0.451, -2.442], [1.686, 10.655, -5.923], [-6.409, -3.542, 1.413], [-1.054, -5.810, 4.147], [-2.077, 4.148, -1.472], [6.814, 11.185, 2.549], [-3.472, -1.356, -0.739], [8.034, -6.050, 0.339], [-5.582, -4.137, -4.076], [-2.419, -7.436, 3.083], [-6.321, -2.684, -1.995], [-6.323, -4.623, -2.990], [-1.572, 2.021, 1.511], [-2.436, -1.110, -0.497], [4.128, 6.970, 0.274], [-4.031, -1.413, 0.196], [1.391, 12.187, -5.092], [-3.602, -3.972, -0.761], [-4.669, 3.180, 5.608], [-2.342, -4.414, -0.240], [8.912, -4.705, -1.149], [6.879, -4.408, -0.916], [-3.157, 3.247, 5.459], [-6.844, -4.251, -0.539], [-4.776, -2.127, 4.892], [-5.105, -0.579, -1.984], [7.862, -5.965, -1.826], [3.094, -8.818, -4.679], [5.211, 7.335, -1.883], [2.821, 11.551, -3.242], [-3.215, -5.108, 5.704], [-4.961, 1.746, 5.185], [-1.639, -4.304, 4.444], [2.720, 10.804, -4.037], [5.012, -4.789, -0.114], [1.016, 3.653, 2.221], [-0.544, -6.498, -0.249], [2.294, -0.072, 0.287], [-0.021, 4.452, -0.650], [-0.504, -6.320, 1.513], [-3.290, 0.206, -2.784], [-4.755, 1.064, 6.015], [-4.453, -5.997, 5.208], [-0.976, 0.490, 0.786], [-1.717, -5.113, 3.839], [-6.600, -5.311, -0.555], [-2.484, -2.717, -2.030], [4.339, 12.635, 1.527], [2.232, -6.087, 1.525], [6.058, -4.765, 0.198], [-3.871, -1.531, 5.021], [1.540, 11.118, -4.944], [-2.696, 2.725, -3.166], [6.843, 11.797, 0.483], [-2.799, 4.250, 5.221], [-4.144, -0.252, -1.569], [-2.813, 2.353, 4.398], [2.885, -1.321, -1.648], [2.940, -1.131, -0.293], [-3.799, -5.387, 2.438], [3.906, 8.713, 0.071], [1.709, 3.230, 1.480], [-1.589, 3.174, -1.351], [2.032, -5.758, 2.551], [-4.812, -3.005, 5.532], [-3.629, -4.005, 1.775], [6.364, 11.957, 1.919], [0.301, -8.579, 1.328], [-1.812, 2.353, -2.644], [-3.630, 0.498, 3.978], [3.198, -8.314, -5.646], [3.366, -2.169, -2.124], [-4.665, -4.384, -3.900], [2.202, 4.090, 1.018], [2.443, 9.539, -3.425], [1.740, 7.075, 0.415], [-0.926, 2.470, -3.275], [4.149, 7.571, -1.796], [-5.930, -2.420, 0.084], [-3.075, -5.648, 3.775], [-4.338, 1.868, 3.105], [4.704, 10.794, 0.690], [-6.541, -5.817, -2.924], [3.249, 6.451, -2.293], [6.595, 12.928, 2.355], [1.141, -8.241, -0.200], [-2.142, 2.663, -0.557]], "lumo_energy_ev": 0.42, "smiles": "C[C@@H](Br)C[C@]1(CC(N)(N)N)C(=O)O[C@H](CCCCCCCC[Si](C)(C)c2ccccc2)[C@@H]1CCCC(=O)O.C1CCOC1.C1CCOC1.C1CCOC1.C1CCOC1.C1CCOC1.C1CCOC1.C1CCOC1", "orbital_gap_ev": 9.32, "charge": 0}



(4)
{"formula": "C5H7NO", "method": "the ωB97M-V functional and the def2-TZVPD basis", "symbols": ["C", "N", "H", "H", "H", "H", "C", "C", "H", "H", "O", "C", "C", "H"], "positions_angstrom": [[0.788, 0.461, 0.616], [-1.620, -0.928, -1.356], [-2.382, 0.769, -0.149], [1.140, 0.210, 3.110], [-1.331, -1.708, -0.757], [-1.010, -1.857, -2.995], [-1.473, -0.914, -2.667], [-1.521, 0.411, -0.731], [2.278, 1.605, 1.553], [2.855, 0.074, 0.886], [1.920, -0.130, 2.655], [-0.273, 0.444, 0.044], [2.022, 0.543, 1.417], [-1.394, 1.020, -1.626]], "lumo_energy_ev": 0.70, "orbital_gap_ev": 9.12, "charge": 0, "relative_energy_kcal_mol": 114.74}